Entry 1:
A molecular structure, C34H39O9S2 in a non-equilibrium geometry, computed with ωB97M-V/def2-TZVPD.

## Properties
* total charge: -1
* E_tot: -2792.4381 hartree
* LUMO energy: 2.42 eV
* energy relative to the best compared isomer or geometry (same formula, charge and spin): 52.1 kcal per mole

Each line ends with the Mulliken charge.
Geometry (Å):
C: 3.372 -2.893 2.780  -1.175
C: 1.914 -2.859 2.422  -0.291
O: 1.635 -1.478 2.090  -0.197
C: 0.314 -1.282 1.952  -0.266
C: -0.124 0.143 1.672  2.379
C: -1.558 0.345 2.145  -0.002
C: -2.531 -0.515 1.338  -0.547
C: -3.977 -0.286 1.778  -0.954
C: -4.151 -0.506 3.286  -0.683
C: -3.134 0.279 4.107  -0.913
C: -1.715 0.017 3.627  -1.029
C: 0.810 1.120 2.338  -0.493
O: 0.446 1.930 3.196  -0.728
O: 2.063 1.096 1.871  -0.060
C: 2.962 2.130 2.379  -0.424
C: 4.284 1.468 2.630  -1.105
O: -0.447 -2.242 2.085  -0.696
H: 3.663 -3.899 3.085  0.425
H: 4.005 -2.588 1.938  0.243
H: 3.572 -2.222 3.619  0.241
H: 1.679 -3.482 1.550  0.301
H: 1.298 -3.169 3.274  0.295
H: -1.825 1.396 1.990  1.054
H: -2.412 -0.321 0.266  -0.279
H: -2.233 -1.554 1.521  0.419
H: -4.244 0.748 1.528  0.352
H: -4.648 -0.944 1.214  0.383
H: -5.167 -0.235 3.591  0.424
H: -4.026 -1.578 3.489  0.313
H: -3.348 1.352 4.024  0.350
H: -3.197 0.028 5.169  0.427
H: -1.454 -1.041 3.740  0.306
H: -0.992 0.619 4.181  0.445
H: 3.026 2.893 1.597  0.291
H: 2.537 2.554 3.292  0.371
H: 5.002 2.195 3.012  0.413
H: 4.167 0.680 3.380  0.221
H: 4.692 1.028 1.716  0.241
C: -2.207 6.649 -2.471  -0.803
O: -2.158 6.123 -1.128  -0.463
C: -1.930 4.793 -0.978  0.707
C: -1.476 4.358 0.286  -0.987
C: -0.970 3.089 0.439  -0.012
C: -0.899 2.167 -0.639  0.824
C: -0.225 0.909 -0.591  0.213
C: 0.327 0.359 -1.703  -0.452
S: -0.023 -1.339 -2.150  1.418
C: -1.247 -1.369 -3.474  0.085
C: -2.543 -1.810 -3.191  -0.216
C: -3.507 -1.824 -4.200  -0.684
C: -3.179 -1.413 -5.494  -0.353
C: -1.872 -1.002 -5.783  -0.772
C: -0.900 -1.023 -4.782  -0.083
O: 1.185 -1.904 -2.710  -0.709
O: -0.641 -1.940 -0.991  -0.636
S: 1.280 1.351 -2.860  1.624
C: 2.739 0.451 -3.391  0.275
C: 3.128 0.555 -4.726  -0.486
C: 4.270 -0.121 -5.155  -0.609
C: 5.030 -0.868 -4.251  -0.469
C: 4.639 -0.950 -2.909  -0.718
C: 3.497 -0.272 -2.473  -0.295
O: 0.430 1.436 -4.039  -0.666
O: 1.733 2.546 -2.191  -0.772
C: -1.554 2.573 -1.843  -0.684
C: -2.043 3.850 -2.029  -0.719
H: -2.379 7.711 -2.313  0.253
H: -1.251 6.483 -2.991  0.325
H: -3.028 6.204 -3.046  0.294
H: -1.468 5.075 1.105  0.456
H: -0.571 2.837 1.417  0.333
H: -0.037 0.313 0.467  -0.987
H: -2.785 -2.140 -2.186  0.432
H: -4.516 -2.164 -3.966  0.379
H: -3.934 -1.419 -6.281  0.357
H: -1.594 -0.677 -6.787  0.372
H: 0.128 -0.770 -5.029  0.305
H: 2.521 1.139 -5.419  0.447
H: 4.565 -0.047 -6.201  0.361
H: 5.936 -1.376 -4.582  0.355
H: 5.218 -1.532 -2.193  0.406
H: 3.199 -0.306 -1.427  0.579
H: -1.672 1.849 -2.647  0.458
H: -2.462 4.141 -2.991  0.263

Cartesian forces (eV/Å) of the 6 atoms listed first:
0.497 -0.055 0.020
0.331 0.336 -0.124
0.093 -0.677 0.097
-1.348 -0.196 -0.158
1.803 -1.423 4.563
-0.352 -0.022 -0.441


Entry 2:
A molecular structure, C3H7ClN2O2 in a non-equilibrium geometry, computed with ωB97M-V/def2-TZVPD.

## Properties
* spin multiplicity: 3
* E_tot: -838.3258 hartree
* LUMO energy (spin up / spin down): 0.22 / -3.57 eV
* energy relative to the best compared isomer or geometry (same formula, charge and spin): 4.6 kcal per mole
* expectation value of S²: 2.013

Each line ends with the Mulliken charge.
Geometry (Å):
C: -0.661 0.648 -0.900  -1.180
C: 0.014 0.815 0.373  -0.186
C: 0.753 -0.420 0.656  -0.568
N: 2.490 -0.101 -0.147  -0.076
N: 3.311 -1.089 0.185  0.979
O: 2.843 -2.201 0.444  -0.569
O: 4.504 -0.845 0.048  -0.637
Cl: 3.143 1.435 -0.212  -0.005
H: 0.102 0.477 -1.662  0.325
H: -1.507 -0.030 -0.969  0.341
H: -1.228 1.586 -1.070  0.333
H: -0.540 0.982 1.242  0.341
H: 0.776 1.634 0.392  0.222
H: 1.128 -0.461 1.718  0.323
H: 0.430 -1.320 0.178  0.355

Cartesian forces (eV/Å) of the 6 atoms listed first:
-2.003 2.264 -1.624
2.498 -0.417 0.603
1.081 -0.121 2.086
-4.225 -0.720 0.199
2.825 -2.435 -1.214
-0.501 0.699 0.551


Entry 3:
A molecular structure, C25H27N6O3OsS in a non-equilibrium geometry, computed with ωB97M-V/def2-TZVPD.

## Properties
* total charge: +1
* E_tot: -2011.8540 hartree
* LUMO energy (spin up / spin down): -4.55 / -4.43 eV

Each line ends with the Mulliken charge.
Geometry (Å):
Os: 0.282 -0.008 -0.213  2.307
C: -2.033 3.571 0.474  -1.586
C: -1.561 2.150 0.519  0.980
O: -0.423 1.928 0.026  -1.024
C: -2.428 1.193 1.125  -1.154
C: -2.262 -0.166 1.326  1.309
C: -3.307 -0.959 2.041  -1.404
N: -1.155 -0.799 0.884  0.612
N: -1.081 -2.134 1.083  -0.925
C: -0.014 -2.647 0.493  0.341
O: 0.833 -1.927 -0.182  -0.715
C: 0.239 -4.092 0.597  0.396
C: 1.446 -4.611 0.133  -0.382
C: 1.705 -5.966 0.245  -0.644
C: 0.762 -6.808 0.818  -0.414
C: -0.447 -6.296 1.272  -0.677
C: -0.712 -4.942 1.162  -0.375
H: -1.229 4.223 0.145  0.358
H: -2.398 3.889 1.450  0.424
H: -2.864 3.649 -0.230  0.349
H: -3.351 1.608 1.505  0.329
H: -4.121 -0.314 2.360  0.428
H: -2.872 -1.456 2.908  0.321
H: -3.692 -1.746 1.392  0.313
H: 2.172 -3.944 -0.312  0.415
H: 2.643 -6.369 -0.114  0.401
H: 0.968 -7.866 0.911  0.390
H: -1.184 -6.955 1.710  0.397
H: -1.651 -4.531 1.505  0.449
O: -1.061 -0.034 -1.682  -0.870
C: -0.952 0.291 -2.964  0.315
C: -2.155 0.443 -3.674  -0.565
C: -2.154 0.746 -5.015  -0.543
C: -0.952 0.937 -5.700  -0.804
C: 0.234 0.802 -5.017  -1.019
C: 0.260 0.474 -3.653  0.359
C: 1.533 0.247 -2.989  0.717
N: 1.780 0.305 -1.682  0.211
C: 3.107 -0.061 -1.515  -0.377
C: 3.665 -0.301 -2.722  -1.205
N: 2.663 -0.100 -3.640  -0.064
H: -3.078 0.305 -3.127  0.509
H: -3.095 0.845 -5.541  0.419
H: -0.952 1.202 -6.747  0.408
H: 1.166 0.987 -5.538  0.418
H: 3.551 -0.132 -0.539  0.753
H: 4.657 -0.601 -3.006  0.467
H: 2.727 -0.258 -4.631  0.218
S: 1.346 0.386 1.858  -0.684
C: 2.875 1.131 1.544  0.436
N: 2.977 2.120 0.668  0.138
C: 4.203 2.876 0.418  -0.530
C: 5.090 2.796 1.649  -0.690
C: 5.271 1.337 2.033  -0.548
N: 3.951 0.735 2.213  -0.095
H: 2.120 2.377 0.197  0.092
H: 3.926 3.905 0.198  0.411
H: 4.713 2.469 -0.460  0.280
H: 4.616 3.330 2.475  0.315
H: 6.055 3.260 1.453  0.368
H: 5.829 1.229 2.961  0.409
H: 5.811 0.800 1.249  0.275
H: 3.822 -0.035 2.850  0.261

Cartesian forces (eV/Å) of the 6 atoms listed first:
-0.383 -1.334 -0.664
-0.010 0.029 -0.088
-1.673 -0.788 1.138
1.391 0.041 -0.836
0.258 1.371 -0.266
1.129 -0.810 -0.273


Entry 4:
C9H9NO3 in the gas phase in a non-equilibrium geometry, computed with ωB97M-V/def2-TZVPD.

## Properties
* SMILES: CC(=O)N(C)C1=CC(=O)C=CC1=O
* E_tot: -628.5121 hartree
* LUMO energy: -1.49 eV
* energy relative to the best compared isomer or geometry (same formula, charge and spin): 177.0 kcal per mole

Each line ends with the Mulliken charge.
Geometry (Å):
C: -3.057 1.360 -0.491  -0.931
C: -1.466 0.925 -0.761  0.642
O: -0.660 1.966 -1.109  -0.552
N: -0.965 -0.518 -0.677  0.071
C: -1.876 -1.386 0.161  -0.843
C: 0.474 -0.549 -0.213  0.460
C: 0.934 -0.848 1.184  -0.315
C: 2.571 -0.783 1.520  0.143
O: 3.178 -1.602 2.388  -0.515
C: 3.382 0.427 0.698  -0.259
C: 2.934 0.739 -0.712  -0.244
C: 1.700 -0.215 -1.300  0.313
O: 1.727 -0.690 -2.548  -0.531
H: -3.781 0.806 -1.232  0.294
H: -3.210 2.523 -0.705  0.280
H: -3.370 1.208 0.642  0.260
H: -2.998 -1.422 -0.215  0.271
H: -1.865 -0.955 1.273  0.302
H: -1.482 -2.498 0.207  0.327
H: 0.174 -1.118 2.032  0.207
H: 4.235 1.040 1.229  0.313
H: 3.419 1.590 -1.372  0.305

Cartesian forces (eV/Å) of the 6 atoms listed first:
0.062 0.187 -0.047
2.911 4.899 -1.758
-4.325 -6.977 2.212
0.226 2.443 1.544
-0.513 -0.636 1.541
2.305 -0.270 3.110


Entry 5:
2 unconnected molecules or ions with the total composition CH5N3O4S in a non-equilibrium geometry, computed with ωB97M-V/def2-TZVPD.

## Properties
* E_tot: -904.3308 hartree
* LUMO energy: -0.60 eV
* energy relative to the best compared isomer or geometry (same formula, charge and spin): 84.5 kcal per mole

Each line ends with the Mulliken charge.
Geometry (Å):
C: 0.771 0.342 -0.100  -0.139
N: 0.880 1.749 0.176  -0.507
N: -1.316 -1.510 -0.481  -0.440
N: 1.924 -0.450 0.268  0.929
O: 1.981 -1.545 -0.186  -0.504
O: 2.671 0.061 1.077  -0.576
O: -1.677 0.626 0.962  -0.621
O: -0.358 -1.390 1.797  -0.607
S: -0.762 -0.493 0.707  1.126
H: 0.387 0.253 -1.528  0.292
H: -0.042 2.285 0.190  0.294
H: 1.490 1.960 0.948  0.271
H: -2.046 -1.237 -1.199  0.234
H: -1.380 -2.554 -0.536  0.248

Cartesian forces (eV/Å) of the 6 atoms listed first:
-3.746 2.422 -4.269
-1.207 -0.520 -0.273
-2.047 -0.458 -2.137
0.331 1.105 0.709
0.369 -1.505 -0.612
0.331 -0.163 -0.005


Entry 6:
2 unconnected molecules or ions with the total composition CH4O2P in a non-equilibrium geometry, computed with ωB97M-V/def2-TZVPD.

## Properties
* total charge: -1
* E_tot: -532.3232 hartree
* LUMO energy: 4.44 eV
* energy relative to the best compared isomer or geometry (same formula, charge and spin): 66.8 kcal per mole

Each line ends with the Mulliken charge.
Geometry (Å):
C: -0.621 0.135 0.213  -0.833
O: 2.276 -1.157 -0.105  -1.008
O: 0.960 2.281 -0.520  -0.498
P: 0.847 1.243 0.527  0.316
H: -1.032 0.654 -0.715  0.211
H: -1.302 -0.107 0.976  0.323
H: 0.033 -0.706 -0.117  0.288
H: 1.923 -1.163 0.776  0.201

Cartesian forces (eV/Å) of the 6 atoms listed first:
1.780 1.382 -3.237
-0.510 1.003 -0.586
-0.410 0.156 -0.685
0.774 -0.969 1.397
-0.113 -0.994 1.139
-0.774 -0.140 1.024


Entry 7:
C4H4N2O3 in the gas phase in a non-equilibrium geometry, computed with ωB97M-V/def2-TZVPD.

## Properties
* SMILES: O=C(O)Cc1ncno1
* E_tot: -490.0241 hartree
* LUMO energy: 0.30 eV
* energy relative to the best compared isomer or geometry (same formula, charge and spin): 37.5 kcal per mole

Each line ends with the Mulliken charge.
Geometry (Å):
C: -1.997 -0.073 -0.159  0.445
C: -0.829 -0.934 0.277  -0.336
C: 0.496 -0.362 0.066  0.496
C: 2.161 0.898 -0.250  -0.245
H: -0.896 1.563 -0.061  0.502
H: -0.935 -1.061 1.396  0.263
H: -0.855 -1.950 -0.090  0.344
H: 2.787 1.669 -0.343  0.529
N: 0.817 0.944 0.054  -0.541
N: 2.597 -0.329 -0.372  -0.309
O: -1.797 1.223 0.127  -0.498
O: -3.076 -0.425 -0.574  -0.533
O: 1.526 -1.164 -0.070  -0.117

Cartesian forces (eV/Å) of the 6 atoms listed first:
-1.098 0.933 -0.145
-0.594 -1.026 1.475
0.478 2.711 0.539
-3.021 -4.722 0.612
0.077 -0.518 0.497
-0.107 0.256 -0.933


Entry 8:
A molecular structure, C32H46GeN4O5STi in a non-equilibrium geometry, computed with ωB97M-V/def2-TZVPD.

## Properties
* total charge: +1
* spin multiplicity: 4
* E_tot: -5166.6847 hartree
* LUMO energy (spin up / spin down): -2.05 / -5.33 eV
* energy relative to the best compared isomer or geometry (same formula, charge and spin): 0.0 kcal per mole
* expectation value of S²: 3.799

Each line ends with the Mulliken charge.
Geometry (Å):
Ti: 0.044 -0.456 -0.147  -0.431
C: -0.591 2.739 -4.454  -1.594
C: -1.217 2.660 -3.071  1.537
C: -2.510 1.867 -3.094  -1.441
C: -1.442 4.051 -2.499  -1.577
O: -0.339 1.926 -2.192  0.970
Ge: 0.505 2.524 0.542  -0.545
O: 1.435 1.848 1.899  0.415
C: 2.618 2.315 2.564  1.352
C: 2.748 1.479 3.825  -1.602
C: 3.817 2.093 1.644  -1.115
C: 2.464 3.791 2.910  -1.782
O: -0.871 1.118 0.782  0.924
C: -1.749 1.324 1.948  1.925
C: -1.393 0.313 3.030  -1.326
C: -3.173 1.155 1.459  -1.542
C: -1.585 2.742 2.494  -2.339
H: -1.275 3.213 -5.160  0.500
H: 0.331 3.325 -4.430  0.324
H: -0.358 1.738 -4.827  0.225
H: -3.270 2.383 -3.683  0.577
H: -2.348 0.878 -3.532  0.269
H: -2.891 1.744 -2.076  0.118
H: -2.076 4.647 -3.158  0.499
H: -1.923 3.989 -1.521  0.235
H: -0.489 4.572 -2.377  0.295
H: 2.831 0.421 3.570  0.261
H: 3.632 1.775 4.394  0.477
H: 1.867 1.613 4.457  0.343
H: 3.736 1.116 1.166  0.098
H: 3.866 2.865 0.868  0.261
H: 4.756 2.127 2.200  0.441
H: 1.576 3.947 3.526  0.351
H: 3.331 4.152 3.467  0.465
H: 2.373 4.400 2.006  0.378
H: -1.840 -0.663 2.836  0.257
H: -0.309 0.200 3.096  -0.090
H: -1.760 0.661 3.997  0.539
H: -3.320 0.181 0.998  0.201
H: -3.858 1.235 2.306  0.470
H: -3.431 1.928 0.732  0.302
H: -0.597 2.900 2.930  0.538
H: -1.773 3.492 1.718  0.414
H: -2.317 2.908 3.284  0.551
S: -2.279 -3.834 1.939  -0.459
C: -3.285 -3.155 0.716  1.159
C: -4.587 -3.523 0.384  -0.656
C: -5.209 -2.861 -0.654  -0.711
C: -4.553 -1.835 -1.373  -0.637
C: -3.282 -1.453 -1.048  -0.467
C: -2.623 -2.104 0.021  -1.042
N: -1.381 -1.815 0.450  1.843
C: -0.997 -2.732 1.462  -0.337
C: 0.287 -2.729 1.888  1.177
C: 0.803 -3.675 2.874  -1.534
C: 2.125 -3.668 3.123  -0.731
C: 3.002 -2.750 2.435  -0.924
C: 2.513 -1.840 1.500  -0.224
C: 1.161 -1.736 1.193  1.375
H: -5.099 -4.310 0.923  0.465
H: -6.220 -3.134 -0.925  0.418
H: -5.068 -1.348 -2.191  0.486
H: -2.779 -0.660 -1.588  0.332
H: 0.149 -4.379 3.375  0.453
H: 2.541 -4.367 3.838  0.431
H: 4.060 -2.778 2.664  0.472
H: 3.221 -1.193 0.998  0.265
N: 2.498 2.722 -2.227  -0.414
C: 3.222 1.452 -2.314  -1.332
C: 2.613 0.328 -1.496  0.119
O: 3.076 -0.782 -1.577  -0.628
O: 1.560 0.652 -0.749  0.057
H: 0.585 2.233 -2.305  -0.147
H: 2.876 3.382 -2.896  0.303
H: 2.630 3.142 -1.314  0.006
H: 4.279 1.507 -2.042  0.375
H: 3.179 1.110 -3.349  0.423
N: 1.183 -3.925 -5.206  -0.443
C: 0.852 -3.187 -4.122  0.849
C: 0.634 -1.804 -4.217  -0.863
C: 0.300 -1.104 -3.091  -0.861
N: 0.167 -1.654 -1.872  0.713
C: 0.350 -2.984 -1.791  -0.459
C: 0.682 -3.774 -2.860  -1.012
H: 1.461 -3.469 -6.057  0.207
H: 1.473 -4.880 -5.093  0.214
H: 0.736 -1.285 -5.162  0.427
H: 0.139 -0.033 -3.142  0.555
H: 0.244 -3.426 -0.810  0.271
H: 0.825 -4.836 -2.714  0.359

Cartesian forces (eV/Å) of the 6 atoms listed first:
0.206 -0.048 1.131
0.022 -0.016 -0.111
0.103 -0.069 0.217
-0.125 -0.016 -0.035
-0.035 0.084 0.021
-0.142 -0.191 -0.120


The lowest E_tot belongs to which entry? C32H46GeN4O5STi


E_tot of number 7 (C4H4N2O3)? -490.0241 hartree